1.
A structure of composition C33H36Cl2GeIrN2O4SSi. Source: the Open Molecules 2025 dataset; level of theory: ωB97M-V with the def2-TZVPD basis set.

Properties
Molecular weight: 920.5 g mol⁻¹
Charge: -2
Lowest unoccupied orbital energy (alpha / beta): 4.232 / 4.231 eV
HOMO level (alpha / beta): -3.2 / -3.2 eV
Gap between HOMO and LUMO (alpha / beta): 7.40 / 7.40 eV
2S+1: 2

```
81
Properties=species:S:1:pos:R:3:forces:R:3:mulliken_spin:R:1
Ir 0.578 1.558 1.727 0.07 0.26 0.12 0.040
Ge -2.641 -0.131 1.267 0.01 0.05 0.18 -0.004
Cl -2.862 2.523 0.203 -0.03 0.02 0.00 0.007
Cl 0.808 5.272 -1.836 -0.06 0.02 -0.01 0.090
S 2.723 2.679 1.056 0.05 -0.06 -0.02 -0.001
Si 4.531 2.681 -1.935 0.09 -0.08 -0.01 -0.005
O 3.469 -0.660 -0.795 0.10 -0.01 -0.06 -0.001
O 1.123 2.129 6.020 0.01 0.02 0.01 0.000
O 1.516 -2.199 -0.387 0.06 0.04 0.03 -0.001
O 4.474 -1.944 -2.357 -0.01 0.03 -0.06 0.000
N 0.930 1.498 -0.294 -0.02 -0.05 0.01 -0.036
N 0.852 1.820 3.683 -0.02 0.05 0.00 0.000
C -4.119 1.487 3.239 0.03 0.01 0.00 0.000
C -3.664 -0.726 -2.847 0.00 0.02 0.01 0.000
C -5.222 1.803 4.019 0.00 0.00 0.00 -0.001
C -6.405 1.086 3.883 0.00 0.00 0.00 0.000
C -3.304 -0.109 -1.656 -0.03 0.00 -0.02 -0.001
C 0.982 1.974 4.843 -0.01 -0.03 -0.02 0.000
C -4.179 0.444 2.319 0.00 -0.01 -0.03 0.002
C -0.184 4.722 -0.558 0.07 -0.02 0.07 0.802
C 5.003 2.392 -3.734 -0.03 0.03 -0.02 0.000
C -0.915 -3.966 3.547 0.02 -0.01 0.01 0.000
C -5.367 -0.271 2.193 -0.01 0.00 0.00 0.000
C -2.610 -2.266 3.363 0.03 0.00 -0.03 0.000
C 1.722 -2.969 -2.649 0.01 0.01 0.00 -0.001
C -0.808 -2.337 1.785 0.01 -0.01 -0.03 0.000
C -3.098 -0.863 -0.501 0.08 0.01 -0.02 0.000
C 3.585 -1.674 -1.529 -0.10 -0.09 0.15 0.000
C 5.721 1.730 -0.862 0.04 0.04 0.02 0.000
C 2.142 2.062 -0.469 -0.06 -0.06 -0.07 0.033
C -3.269 -2.247 -0.574 0.00 0.02 -0.04 0.000
C -0.963 0.883 1.603 -0.19 -0.27 -0.18 -0.006
C 3.033 -4.022 -0.784 0.00 -0.01 -0.01 0.000
C 2.768 2.077 -1.720 -0.01 0.02 0.12 0.010
C -3.835 -2.102 -2.905 0.00 -0.01 0.00 0.000
C 2.442 -2.726 -1.329 0.01 0.05 -0.08 0.001
C -3.641 -2.862 -1.763 0.01 -0.01 0.02 0.000
C -0.274 -3.442 2.431 -0.02 0.01 -0.01 0.000
C 0.269 0.940 -1.310 -0.01 0.04 0.01 0.036
C 4.628 4.526 -1.594 -0.03 0.02 -0.02 0.002
C 0.804 0.937 -2.576 0.02 0.02 0.00 -0.017
C 2.062 1.501 -2.765 -0.04 0.02 -0.04 -0.010
C -6.478 0.050 2.964 0.01 0.00 0.00 0.000
C -2.082 -3.377 4.013 -0.01 0.01 0.00 0.000
C -1.985 -1.736 2.235 -0.03 0.00 0.04 0.000
H -7.268 1.340 4.488 0.00 0.00 0.00 0.000
H 0.918 -3.698 -2.510 -0.01 0.00 0.00 0.000
H 2.425 -3.334 -3.399 0.00 0.00 0.00 0.000
H -3.094 -2.859 0.302 0.00 -0.02 0.00 0.000
H -3.516 -1.807 3.743 -0.01 -0.01 0.01 0.000
H 5.650 4.892 -1.728 0.01 -0.01 0.00 0.000
H 3.970 5.077 -2.270 0.01 0.01 0.01 0.000
H -1.243 4.640 -0.733 0.00 -0.04 -0.06 0.019
H 3.773 -4.419 -1.480 0.00 0.01 0.00 0.000
H -4.111 -2.580 -3.838 0.00 0.00 0.00 0.000
H 2.506 1.465 -3.753 0.01 -0.01 0.00 -0.002
H 2.239 -4.760 -0.633 0.00 0.00 0.00 0.000
H 1.959 -1.349 -0.147 0.01 -0.06 0.00 0.000
H -0.499 -4.826 4.059 0.00 0.00 0.00 0.000
H -3.212 2.072 3.330 0.01 0.00 -0.01 0.001
H -0.695 0.505 -1.087 0.01 0.01 0.00 -0.031
H -7.399 -0.510 2.846 0.00 0.00 0.00 0.000
H -5.433 -1.085 1.477 -0.01 0.00 0.00 0.000
H -5.159 2.617 4.730 0.00 0.00 0.00 0.000
H 0.257 0.478 -3.388 0.00 0.00 0.00 0.002
H 0.645 -3.873 2.054 0.00 -0.01 0.01 0.000
H 4.312 4.745 -0.573 0.00 -0.01 0.00 0.000
H 1.282 -2.035 -3.004 0.00 -0.01 0.00 0.000
H -3.808 -0.123 -3.736 0.00 0.00 0.00 0.000
H 4.989 1.325 -3.969 0.00 -0.01 0.02 0.000
H 6.753 1.980 -1.132 -0.01 0.02 0.02 0.000
H -0.285 -1.961 0.911 0.00 -0.01 0.01 0.000
H 5.557 0.660 -1.000 -0.05 -0.01 -0.03 0.000
H -3.761 -3.939 -1.795 0.00 0.00 0.00 0.000
H 5.564 1.956 0.194 0.01 0.00 -0.01 0.000
H 0.323 4.230 0.257 -0.01 0.03 -0.01 0.072
H -2.579 -3.777 4.889 0.00 0.00 0.00 0.000
H 4.333 2.911 -4.426 0.01 0.00 0.00 0.000
H -3.187 0.967 -1.609 0.01 0.00 0.02 0.000
H 3.517 -3.832 0.176 0.00 0.00 0.00 0.000
H 6.017 2.761 -3.909 0.00 0.00 -0.01 0.000
```
Forces are in eV/Å.

2.
A structure of composition C33H36ClFN7O7PtS. Source: the Open Molecules 2025 dataset; level of theory: ωB97M-V with the def2-TZVPD basis set.

Properties
Molecular weight: 924.3 g mol⁻¹
Charge: +1
Lowest unoccupied orbital energy (alpha / beta): -3.425 / -3.426 eV
HOMO level (alpha / beta): -8.9 / -10.3 eV
Gap between HOMO and LUMO (alpha / beta): 5.46 / 6.87 eV
2S+1: 3

```
87
Properties=species:S:1:pos:R:3:forces:R:3:mulliken_spin:R:1
Pt -0.144 0.234 0.392 -0.24 0.26 0.20 1.349
Cl -6.135 0.404 0.380 0.06 0.14 -0.05 0.003
S 0.347 1.257 2.649 -0.01 -0.06 -0.13 0.209
F 6.256 -2.323 0.130 0.07 -0.08 0.03 0.000
O 2.011 0.082 -0.120 -0.06 -0.40 0.12 0.041
O 0.114 2.275 -0.265 0.25 0.20 0.04 0.085
O -0.405 -1.885 0.757 -0.18 0.08 -0.08 0.077
O -6.213 -2.517 0.790 0.16 -0.05 0.07 0.000
O -4.509 -3.898 0.537 0.78 -0.14 -0.12 0.000
O -1.813 -3.586 0.505 -0.42 0.19 0.01 0.007
O 1.091 4.270 -0.006 -0.19 -0.28 -0.02 0.012
N 1.295 0.395 4.980 -0.08 0.22 0.00 0.021
N 4.818 2.964 0.489 0.05 0.09 0.01 0.004
N -0.659 -0.610 4.312 -0.09 -0.13 -0.07 0.006
N -3.482 0.609 0.212 -0.09 0.40 0.00 -0.013
N 8.314 -0.385 0.479 0.19 0.03 0.02 0.000
N 10.604 -0.277 1.487 -0.11 -0.10 -0.20 0.000
N -2.353 -0.111 0.276 -0.03 -0.25 0.05 0.113
C -0.435 -1.796 5.142 -0.07 0.10 -0.10 -0.001
C 5.208 1.638 0.409 0.01 0.11 0.03 -0.002
C -3.179 4.742 -0.463 -0.03 0.00 -0.02 0.000
C 5.923 -1.020 0.258 0.11 -0.02 -0.09 0.000
C -3.989 3.966 -1.283 0.02 0.00 0.00 0.000
C -1.565 -2.379 0.560 0.06 -0.30 -0.05 -0.007
C 4.227 0.659 0.236 0.00 0.19 -0.02 0.011
C -2.482 4.153 0.580 -0.01 0.01 0.03 0.003
C 6.933 -0.062 0.414 -0.03 -0.15 -0.05 0.001
C -3.416 2.034 -0.006 -0.04 -0.16 0.05 0.009
C 8.760 -1.746 0.770 0.06 0.21 -0.04 0.000
C 2.557 1.051 4.649 -0.15 -0.04 0.06 0.003
C 2.493 2.401 0.133 0.04 0.06 0.07 -0.005
C 6.553 1.262 0.502 0.06 0.20 0.09 -0.002
C 0.919 0.574 6.389 0.08 -0.06 -0.11 0.002
C 2.809 1.009 0.075 0.11 0.20 -0.03 0.008
C 5.811 4.010 0.628 -0.15 -0.11 -0.05 0.000
C -2.700 -1.381 0.415 0.02 -0.12 0.01 0.031
C 10.497 0.655 0.306 -0.05 -0.09 0.02 0.000
C 6.528 4.161 1.939 0.09 -0.03 0.11 0.000
C -4.110 -1.511 0.461 0.14 -0.19 0.05 -0.009
C 1.117 3.043 -0.050 -0.12 0.04 -0.09 0.016
C 9.220 0.272 -0.457 -0.03 -0.19 0.05 0.000
C -4.102 2.603 -1.066 -0.03 -0.06 -0.11 0.000
C 4.608 -0.676 0.178 -0.18 -0.22 -0.05 0.014
C -5.032 -2.692 0.622 -0.11 0.36 -0.17 -0.002
C 0.305 0.274 4.039 0.15 -0.17 0.14 0.011
C -4.557 -0.204 0.340 0.05 0.07 -0.02 -0.001
C 3.509 3.284 0.327 0.22 0.01 0.03 0.002
C -2.611 2.795 0.821 0.00 -0.03 0.09 -0.002
C 5.508 5.175 1.509 -0.07 0.09 0.06 0.000
C 10.270 -1.688 1.081 -0.09 0.13 0.02 0.000
C -1.940 -0.627 3.610 0.13 -0.03 0.10 0.011
H 11.520 -0.215 1.922 0.14 -0.01 0.03 0.000
H 6.249 3.481 2.735 -0.02 0.06 -0.07 0.000
H 7.306 2.023 0.662 -0.02 -0.05 -0.01 0.000
H -4.520 4.419 -2.111 0.00 0.00 0.02 0.000
H 11.393 0.534 -0.297 0.06 -0.01 0.00 0.000
H 7.577 4.436 1.917 -0.08 -0.01 -0.01 0.000
H -2.056 2.326 1.623 -0.04 0.01 -0.02 -0.001
H 6.371 4.203 -0.278 0.00 -0.01 -0.04 0.000
H 9.902 0.017 2.165 -0.07 0.03 0.09 0.000
H -2.724 -0.875 4.328 0.05 0.01 -0.02 0.000
H 3.289 0.756 5.403 -0.03 0.01 -0.03 0.001
H 4.561 5.185 2.034 0.08 -0.03 -0.04 0.000
H 10.543 -2.361 1.887 0.03 -0.02 0.07 0.000
H -0.727 -2.675 4.567 -0.01 0.01 -0.04 0.000
H 0.611 -1.883 5.408 0.07 0.03 0.00 0.000
H -1.922 -1.379 2.826 -0.01 -0.03 0.01 -0.001
H 10.884 -1.915 0.214 0.05 0.01 -0.06 0.000
H 8.215 -2.129 1.628 -0.07 0.01 0.06 0.000
H -4.698 1.987 -1.728 -0.01 0.01 0.06 0.000
H -0.092 0.229 6.573 -0.01 0.00 -0.03 0.000
H -3.079 5.804 -0.652 0.01 -0.06 0.01 0.000
H 8.766 1.160 -0.880 -0.06 0.04 0.01 0.000
H 3.259 4.337 0.347 0.01 -0.01 0.00 0.001
H 10.461 1.667 0.699 -0.01 0.03 0.04 0.000
H -3.515 -3.874 0.400 -0.30 0.05 0.23 0.002
H 5.847 6.145 1.174 -0.01 -0.04 0.02 0.000
H 2.466 2.141 4.652 -0.02 0.00 0.00 -0.001
H 2.901 0.734 3.669 -0.02 -0.03 -0.05 -0.003
H -2.144 0.344 3.174 0.02 0.08 -0.03 -0.004
H 9.464 -0.395 -1.292 0.00 -0.01 -0.03 0.000
H 1.602 0.025 7.037 0.00 -0.02 -0.02 0.001
H 3.850 -1.437 0.029 0.03 0.05 0.01 -0.001
H 8.608 -2.439 -0.059 0.00 -0.04 -0.05 0.000
H -1.041 -1.764 6.048 -0.03 0.02 0.05 0.001
H 0.968 1.636 6.649 0.03 -0.01 -0.02 -0.001
H -1.815 4.741 1.197 -0.02 -0.01 -0.03 0.000
```
Forces are in eV/Å.